Entry 1:
Below is the molecule C4H8ClF in a non-equilibrium geometry, with properties calculated with ωB97M-V with the def2-TZVPD basis set.

```
! RIJCOSX wB97M-V def2-TZVPD def2/J DEFGRID3
* xyz 0 1
C -1.33479 -0.75216 -0.12115
C -0.03181 -0.01326 -0.47493
C -0.04896 1.37767 0.02082
C 1.07443 -0.69718 0.21639
F 1.17171 -2.03327 -0.07867
Cl 2.78763 0.05984 -0.14657
H -1.56671 -1.55315 -0.70204
H -2.22439 -0.13783 0.06219
H -1.05679 -1.20234 0.86338
H 0.34502 -0.08091 -1.53291
H 0.59818 1.58264 1.01327
H -1.05439 1.65762 0.31288
H 0.25303 2.19422 -0.73584
H 1.08784 -0.40189 1.30317
*
```

Summary:
Kohn-Sham gap = 0.437 hartree
SMILES string = CC(C)[C@@H](F)Cl

***

Entry 2:
Below is the molecule C4H8O in a non-equilibrium geometry, with properties calculated with ωB97M-V with the def2-TZVPD basis set.

```
! RIJCOSX wB97M-V def2-TZVPD def2/J DEFGRID3
* xyz 0 1
C -0.10027 -0.99746 -1.24960
C -0.31894 -0.99081 0.22014
O -1.30839 -0.28567 0.92811
C -0.00203 0.21921 1.08433
C 0.26387 1.58865 0.52317
H 0.16980 -0.00483 -1.61539
H 0.73623 -1.67659 -1.46925
H -0.98848 -1.35884 -1.75929
H -0.18476 -1.97763 0.70103
H 0.76462 -0.42035 1.48717
H 1.34004 1.71265 0.37875
H -0.06682 2.41617 1.16849
H -0.25933 1.70634 -0.43311
*
```

Summary:
Kohn-Sham gap = 0.373 hartree
SMILES string = C[C@@H]1O[C@@H]1C

***

Entry 3:
Below is C9H21NaO9 as an isolated structure in a non-equilibrium geometry, with properties calculated with ωB97M-V with the def2-TZVPD basis set.

```
! RIJCOSX wB97M-V def2-TZVPD def2/J DEFGRID3
* xyz -2 1
Na 31.01962 -35.90287 -19.18160
C 32.95573 -35.63435 -21.92046
O 31.59887 -35.34206 -21.62422
H 33.13467 -36.30993 -22.75692
H 33.58351 -34.76212 -22.10264
H 33.39548 -35.98539 -20.98692
C 29.89509 -32.80325 -18.95605
O 29.73236 -31.51461 -18.30438
H 29.40621 -32.92491 -19.92263
H 30.90420 -33.08045 -19.26092
H 29.64785 -33.61035 -18.26645
C 27.43564 -36.01685 -19.95866
O 28.69469 -36.66387 -19.76320
H 26.91224 -36.59940 -20.71681
H 27.08932 -35.75049 -18.96005
H 27.44027 -35.02047 -20.40060
C 30.54718 -39.42100 -18.15032
O 31.78382 -39.40380 -17.48745
C 32.70915 -38.53201 -17.97412
O 32.56697 -37.93579 -19.02251
O 33.76906 -38.52061 -17.07562
C 34.74966 -37.56911 -17.24505
H 30.65387 -39.60996 -19.21850
H 29.80572 -38.63457 -18.00933
H 30.16678 -40.36281 -17.75485
H 35.62005 -37.98987 -16.74157
H 34.62861 -36.60800 -16.74534
H 35.05294 -37.27405 -18.24957
C 32.29369 -33.90467 -14.65668
O 33.39031 -34.03867 -15.57280
C 33.15915 -34.30497 -16.77474
O 32.28306 -35.04748 -17.28100
O 34.26207 -33.70409 -17.46398
C 34.31976 -33.91872 -18.76750
H 31.53494 -33.23944 -15.06882
H 32.63449 -33.43840 -13.73226
H 31.82130 -34.87935 -14.53444
H 33.34926 -33.85468 -19.25956
H 34.91935 -34.79685 -19.00725
H 35.00635 -33.15762 -19.13818
*
```

Summary:
Kohn-Sham gap = 0.127 hartree

***

Entry 4:
Below is C4H11CeClF5OTeTl as an isolated structure in a non-equilibrium geometry, with properties calculated with ωB97M-V with the def2-TZVPD basis set.

```
! RIJCOSX wB97M-V def2-TZVPD def2/J DEFGRID3
* xyz 0 1
Tl -0.59025 0.39309 1.42123
Cl -0.55174 2.28443 -0.29315
C -2.65199 -0.23245 1.31699
H -2.80410 -0.78190 2.23631
H -2.87637 -0.85679 0.46330
H -3.27803 0.65496 1.32357
Ce 0.28234 0.37361 -2.44175
C 2.49580 0.80759 -2.92711
C -1.11982 0.01455 -4.24260
C 0.44043 -1.61192 -1.63921
H -1.41418 -1.03818 -4.09584
H -1.98766 0.68164 -4.17077
H -0.56749 0.14998 -5.17968
H 3.02522 -0.06039 -2.50015
H 2.64070 0.86121 -4.01296
H 2.80623 1.73374 -2.43082
H -0.47824 -2.21375 -1.47493
H 1.31308 -1.93963 -1.07056
F -0.65306 1.23488 3.72699
Te 0.85452 0.08946 4.23451
F 1.83828 1.67000 4.62308
F 0.11971 0.18186 5.97937
F 2.19908 -1.09488 4.84400
F -0.34988 -1.36916 3.90938
O 1.30744 0.06803 2.40081
*
```

Summary:
Kohn-Sham gap (alpha / beta) = 0.170 / 0.170 hartree

***

Entry 5:
Below is a 2-piece molecular cluster, C5H14NOS overall in a non-equilibrium geometry, with properties calculated with ωB97M-V with the def2-TZVPD basis set.

```
! RIJCOSX wB97M-V def2-TZVPD def2/J DEFGRID3
* xyz -1 1
C 2.07085 0.21870 -0.42130
N 0.92846 0.80470 0.23531
C -0.33811 0.61924 -0.46885
C -1.30354 1.77915 -0.32009
S -2.83378 1.69823 -1.26742
C -1.02916 -0.70924 -0.17872
C 3.22039 -0.03800 0.54999
H 1.89487 -0.74795 -0.90301
H 2.44173 0.91727 -1.16875
H 0.93885 0.48314 1.19134
H -0.06614 0.57063 -1.52905
H -1.50331 1.90234 0.76603
H -0.75900 2.68538 -0.52865
H -1.48201 -0.66982 0.82277
H -0.35938 -1.58522 -0.11539
H -1.75595 -0.91094 -0.95834
H 2.99476 -0.87633 1.20213
H 4.08027 -0.33134 -0.03252
H 3.52120 0.78958 1.19490
H -4.16902 -1.91403 1.04545
H -2.89470 -2.09544 0.22063
O -3.59728 -2.59005 0.66351
*
```

Summary:
Kohn-Sham gap = 0.213 hartree

***

Entry 6:
Below is a 15-piece molecular cluster, C63H160N15O31 overall in a non-equilibrium geometry, with properties calculated with ωB97M-V with the def2-TZVPD basis set.

```
! RIJCOSX wB97M-V def2-TZVPD def2/J DEFGRID3
* xyz 3 1
C 1.72407 -4.46390 -4.71253
O 2.11023 -3.29095 -4.07488
C 1.52670 -2.13380 -4.68923
C 2.35205 -1.64351 -5.94377
N 3.66098 -1.39437 -5.42117
H 3.74030 -0.68793 -4.59724
H 3.83450 -2.28165 -5.00226
C 4.62776 -0.93156 -6.47650
C 4.42728 -1.71484 -7.73896
O 4.42605 -3.05717 -7.39611
C 4.03991 -3.87193 -8.42111
H 2.21911 -4.67326 -5.65716
H 0.63162 -4.52432 -4.87593
H 2.00512 -5.28137 -4.05445
H 1.50968 -1.28410 -3.95464
H 0.45118 -2.26169 -4.97041
H 1.87310 -0.70362 -6.25211
H 2.38485 -2.39123 -6.71717
H 5.58684 -1.06698 -6.03660
H 4.39857 0.15950 -6.57255
H 5.18478 -1.47808 -8.53758
H 3.51913 -1.39187 -8.17490
H 4.82328 -3.90476 -9.20570
H 3.11392 -3.56299 -8.90741
H 3.99121 -4.88895 -8.07247
C 1.53394 2.32246 1.99095
O 0.72641 1.63358 0.94083
C -0.56200 1.23063 1.38058
C -1.34042 0.70949 0.15658
N -0.76264 -0.37219 -0.74916
H -1.58276 -0.78946 -1.23033
H -0.29106 0.08685 -1.58570
C 0.06456 -1.44095 -0.09006
C 0.88037 -2.17281 -1.05883
O 0.03696 -2.72222 -2.10547
C -0.34009 -4.08605 -1.96461
H 1.12937 2.33141 2.97000
H 1.55255 3.34989 1.57363
H 2.48997 1.77413 2.03653
H -1.06161 2.10496 1.76075
H -0.46092 0.42256 2.14489
H -1.62853 1.43429 -0.53563
H -2.25653 0.27599 0.60068
H -0.74578 -2.09551 0.29360
H 0.67955 -0.97026 0.64220
H 1.51603 -2.89840 -0.51090
H 1.61748 -1.53212 -1.55235
H 0.46500 -4.78060 -2.12012
H -1.01769 -4.37388 -2.71159
H -0.85015 -4.35659 -0.97447
C 4.79848 5.72523 -0.61577
O 3.91661 4.80484 -1.17735
C 2.57026 5.34577 -1.04671
C 1.64550 4.30083 -1.52120
N 2.16332 3.84428 -2.89125
H 3.01483 3.25561 -2.79252
H 1.42468 3.24696 -3.22609
C 2.37813 4.97322 -3.93220
C 2.85209 4.42067 -5.31483
O 4.27511 4.17897 -5.36702
C 4.65490 3.20188 -6.26665
H 4.81549 5.56001 0.49352
H 4.50962 6.71088 -0.90422
H 5.81205 5.47091 -0.92560
H 2.56035 6.25295 -1.65184
H 2.36155 5.58199 -0.01124
H 0.62855 4.71377 -1.46007
H 1.74193 3.34572 -1.01478
H 3.03711 5.67552 -3.49347
H 1.36960 5.33579 -4.09713
H 2.49798 5.02486 -6.13393
H 2.36904 3.43073 -5.47400
H 3.92403 2.35827 -6.22990
H 5.57666 2.78194 -5.92440
H 4.81170 3.55673 -7.31856
C -8.60797 5.23724 -2.43922
O -7.29136 5.18458 -2.00679
C -6.42790 6.01898 -2.79422
C -5.12477 5.97773 -2.06333
N -4.62236 4.65308 -1.66871
H -3.79561 4.78146 -0.97912
H -5.33565 4.28651 -0.97920
C -4.49090 3.66496 -2.81231
C -4.29417 2.31152 -2.24561
O -5.37634 1.93686 -1.43118
C -6.57883 1.73906 -2.07723
H -9.05975 6.27567 -2.34199
H -9.15776 4.55633 -1.74639
H -8.80262 4.91831 -3.46838
H -6.77436 7.04631 -2.87972
H -6.36869 5.68547 -3.87103
H -5.22974 6.52987 -1.08074
H -4.43422 6.48277 -2.64872
H -3.59065 3.99835 -3.37955
H -5.32967 3.83862 -3.43601
H -3.40575 2.31315 -1.57662
H -4.13732 1.59326 -2.99245
H -6.54152 1.33383 -3.10150
H -7.10139 2.72847 -2.24432
H -7.25335 1.10071 -1.54619
C -4.34439 -4.37838 -5.73869
O -3.41567 -3.39653 -5.99716
C -2.74729 -2.94115 -4.85232
C -2.34528 -1.46530 -5.21153
N -3.50045 -0.56773 -4.90064
H -3.61202 -0.61858 -3.82889
H -3.13797 0.40101 -5.05961
C -4.81444 -0.72897 -5.54371
C -4.65122 -0.49079 -7.05121
O -3.92741 0.72231 -7.22476
C -3.66558 1.05286 -8.56838
H -4.71963 -4.65572 -6.71258
H -5.09818 -4.02214 -5.02263
H -3.90059 -5.30829 -5.25668
H -1.79923 -3.49746 -4.71049
H -3.35539 -2.92239 -3.95076
H -2.01389 -1.37661 -6.26322
H -1.56589 -1.17761 -4.53212
H -5.51805 -0.05588 -4.97703
H -5.13254 -1.75891 -5.39642
H -5.68023 -0.51715 -7.43740
H -4.12414 -1.32170 -7.52178
H -3.10487 1.96930 -8.68209
H -4.64603 1.09048 -9.13978
H -3.01577 0.28248 -8.97828
C -4.42987 0.09012 2.30382
C -4.66122 -1.40149 2.61763
N -3.62934 -1.92748 3.61929
C -2.25770 -1.54396 3.18882
C -3.89482 -1.29625 4.99456
C -2.87644 -1.71079 6.08626
C -3.68187 -3.47637 3.66443
C -3.44780 -4.15403 2.36498
O -4.71300 -4.45857 1.84542
C -4.45270 -4.95185 0.49861
H -5.32142 0.36822 1.65272
H -3.53359 0.14535 1.76729
H -4.35563 0.75905 3.22856
H -4.65650 -2.07517 1.76565
H -5.55821 -1.55469 3.15926
H -2.11481 -1.80028 2.16769
H -1.55046 -2.07910 3.81743
H -2.26764 -0.45665 3.34745
H -4.93192 -1.54118 5.13570
H -3.88289 -0.20693 4.84442
H -3.15561 -1.09081 6.97541
H -1.88107 -1.32992 5.92789
H -3.03413 -2.72382 6.32151
H -4.63519 -3.68751 4.11655
H -2.99031 -3.77133 4.46134
H -2.86383 -5.00003 2.54201
H -2.89648 -3.52682 1.64857
H -5.36584 -5.29508 0.12858
H -3.67950 -5.69997 0.44708
H -4.14028 -4.08315 -0.11142
C 1.11458 -10.55711 4.71448
C 0.17954 -9.41396 4.63504
N 0.79441 -8.00983 4.41479
C 1.75178 -8.09815 3.24994
C -0.31559 -7.08282 4.08359
C -1.12343 -6.72754 5.34098
C 1.59751 -7.54054 5.61302
C 2.37651 -6.29353 5.58437
O 1.54900 -5.14994 5.62740
C 2.26059 -3.94101 5.63710
H 1.54488 -10.80250 3.74868
H 0.58583 -11.41047 5.19031
H 1.91342 -10.33214 5.44474
H -0.54628 -9.37473 5.41402
H -0.41392 -9.46972 3.70342
H 2.06268 -7.16427 2.84686
H 1.32674 -8.75884 2.49308
H 2.62394 -8.56697 3.67076
H -0.99070 -7.54293 3.35909
H 0.16629 -6.22360 3.64119
H -0.63404 -5.93928 5.89793
H -1.31786 -7.55604 6.05403
H -2.18569 -6.40415 5.13813
H 2.24225 -8.37191 5.79991
H 0.94976 -7.55788 6.50981
H 2.99223 -6.17611 4.68228
H 3.08737 -6.28310 6.43039
H 2.87545 -3.81786 4.74747
H 2.90755 -3.90986 6.51231
H 1.48606 -3.14956 5.75401
C -2.13031 2.55411 8.68200
C -0.90848 3.20569 8.01345
N -0.78170 4.73034 8.03053
C -0.54457 5.16132 9.45808
C 0.41253 5.12373 7.20818
C 0.62473 6.64868 7.29074
C -2.15894 5.28913 7.60637
C -2.61572 4.87240 6.24404
O -1.80719 5.48977 5.33505
C -2.27036 5.26329 3.99013
H -2.35264 2.95802 9.68651
H -1.77512 1.48619 8.83705
H -3.05540 2.66386 8.12697
H -0.65649 2.81998 7.04140
H -0.02911 2.82441 8.52831
H -1.41413 4.78596 10.02046
H -0.40715 6.23089 9.49364
H 0.36947 4.57671 9.71718
H 0.16985 4.77978 6.21052
H 1.36134 4.63549 7.52310
H 0.83508 6.91771 8.34737
H -0.14383 7.31437 6.87267
H 1.49740 6.98383 6.67154
H -2.13630 6.35901 7.76396
H -2.79605 4.90720 8.34186
H -3.64289 5.26368 6.19201
H -2.77167 3.81075 6.18969
H -3.03550 5.95041 3.75444
H -2.60984 4.23581 3.89732
H -1.45895 5.40829 3.32478
C 7.05792 -1.50812 2.38353
C 6.04543 -0.40943 2.18160
C 5.94208 0.22467 0.82299
C 7.01748 1.28897 0.60211
N 7.46607 1.48637 -0.83810
C 8.14031 2.83002 -1.12239
C 7.93993 2.99964 -2.60949
C 6.60706 2.34109 -3.03275
C 6.33736 1.48421 -1.76661
C 8.44901 0.46203 -1.16508
H 6.87637 -2.28143 1.67226
H 6.96320 -1.81836 3.40162
H 8.07384 -1.14054 2.18847
H 6.27057 0.39403 2.96285
H 4.99476 -0.61686 2.56091
H 4.93441 0.58807 0.79233
H 6.02818 -0.53931 0.03916
H 7.94777 1.09995 1.13601
H 6.73254 2.27482 0.99018
H 9.17347 2.90463 -0.77695
H 7.56961 3.55970 -0.54492
H 8.76756 2.47176 -3.11180
H 8.05939 4.03200 -2.85393
H 6.81867 1.68398 -3.90045
H 5.73816 2.90883 -3.29784
H 6.08138 0.49741 -2.08325
H 5.60252 2.00062 -1.16341
H 8.03459 -0.51999 -1.23084
H 9.22446 0.39306 -0.40485
H 8.89784 0.76365 -2.16283
N -3.92007 -1.55357 -1.24301
O -3.31655 -0.78549 -2.03638
O -4.89453 -2.16161 -1.61489
O -3.45421 -1.69451 -0.09147
N -1.62011 4.58653 0.03687
O -2.85594 4.61316 0.39871
O -0.70859 4.68390 0.91466
O -1.43113 4.32221 -1.16407
N 0.83225 -3.91282 2.45679
O 1.41917 -5.04555 2.31408
O 1.42208 -2.89376 2.29127
O -0.35831 -3.87714 2.72394
N -0.70157 1.68031 -3.91927
O -1.71342 1.67668 -4.53914
O -0.22123 0.60396 -3.52490
O -0.17530 2.77883 -3.47412
N 3.65939 1.05128 -2.92440
O 3.29026 1.59406 -1.88762
O 3.54538 1.68234 -3.98043
O 4.19758 -0.12489 -2.94849
N -1.33694 1.69919 4.88338
O -2.47528 1.70452 4.48950
O -0.66252 2.78907 4.97184
O -0.77630 0.61545 5.15936
*
```

Summary:
Kohn-Sham gap = 0.312 hartree

***

Entry 7:
Below is a 9-piece molecular cluster, C18H42O15 overall in a non-equilibrium geometry, with properties calculated with ωB97M-V with the def2-TZVPD basis set.

```
! RIJCOSX wB97M-V def2-TZVPD def2/J DEFGRID3
* xyz 0 1
C -4.28911 3.16858 3.81853
C -2.84965 2.75963 3.69706
C -2.59895 1.26914 3.87960
O -1.79459 0.87979 2.77739
C -1.67263 1.89071 1.92433
O -1.12300 1.82764 0.86788
O -2.41449 2.94215 2.32236
H -4.46960 4.19456 3.50865
H -4.60373 3.08422 4.86161
H -4.88241 2.46678 3.23266
H -2.12805 3.29809 4.31435
H -3.51175 0.66470 3.85003
H -2.11800 0.96504 4.80938
C 4.14468 -0.99435 -6.19934
C 3.45968 -2.13575 -5.46528
C 4.01971 -2.54643 -4.11187
O 2.84510 -2.67091 -3.31086
C 1.76788 -2.22882 -3.96538
O 0.69323 -2.18907 -3.47829
O 2.09322 -1.81724 -5.20200
H 3.93805 -1.02176 -7.26950
H 5.23005 -0.99000 -6.08661
H 3.80333 -0.01223 -5.86462
H 3.42652 -2.98403 -6.15642
H 4.65322 -1.79362 -3.64016
H 4.54855 -3.49557 -4.15775
C -0.17475 1.51494 7.16104
C 1.01471 1.34347 6.23879
C 1.46854 -0.09677 6.05268
O 1.77753 -0.20286 4.66244
C 1.25162 0.84503 4.02311
O 1.29115 1.00733 2.84414
O 0.66111 1.71496 4.89289
H 0.15950 1.51761 8.19970
H -0.94215 0.75199 7.04336
H -0.61349 2.49701 6.97643
H 1.85543 1.95757 6.57019
H 0.74346 -0.83051 6.41962
H 2.36742 -0.37887 6.60805
C -0.13919 0.41067 -1.66154
O 0.76889 0.47220 -0.58969
H 0.38161 0.19364 -2.59062
H -0.89820 -0.38148 -1.58435
H -0.67593 1.36071 -1.73099
H 0.33180 0.87097 0.18323
C 3.98160 0.15558 0.46353
O 3.27251 -0.85737 -0.24399
H 5.05924 0.04542 0.35124
H 3.75582 1.12586 0.00935
H 3.67514 0.14245 1.50804
H 2.34823 -0.54422 -0.22787
C -3.15403 -1.17932 -4.15829
O -3.73242 -1.41337 -2.85409
H -2.12093 -0.86832 -3.99807
H -3.22536 -2.08023 -4.77066
H -3.70851 -0.40820 -4.68812
H -3.21442 -2.16626 -2.54772
C 0.31974 -2.87473 0.17269
O 0.25117 -4.05732 0.96984
H 0.83105 -2.07746 0.71035
H 0.84619 -3.03825 -0.77484
H -0.69684 -2.62948 -0.13167
H 1.14177 -4.26542 1.26301
C 0.51211 1.36776 -5.44926
O 0.08249 2.32236 -4.48387
H 0.57454 0.36185 -5.02952
H -0.21785 1.30258 -6.26660
H 1.43570 1.73605 -5.88618
H -0.85947 2.20168 -4.34327
C -4.00054 0.05532 0.04318
O -4.35498 -0.61615 1.26515
H -4.68674 -0.15101 -0.77436
H -3.87265 1.12285 0.22018
H -2.99216 -0.29123 -0.20597
H -4.04673 -1.52025 1.18358
*
```

Summary:
Kohn-Sham gap = 0.348 hartree
SMILES string = C[C@H]1COC(=O)O1.C[C@H]1COC(=O)O1.C[C@H]1COC(=O)O1.CO.CO.CO.CO.CO.CO

***

The calculation returns the following DFT total energy values, one per record and in order: -717.2304; -232.3519; -1194.7722; -2109.1558; -727.1075; -5648.3355; -1839.5864 a.u..